{
  "formula": "C6H7B",
  "method": "the ωB97M-V functional and the def2-TZVPD basis",
  "charge": 0,
  "total_energy_ev": -7003.554,
  "homo_energy_ha": [-0.3344, -0.3343],
  "gap_ev": [7.30, 7.30],
  "elements": ["B", "C", "C", "C", "C", "C", "C", "H", "H", "H", "H", "H", "H", "H"],
  "positions_angstrom": [[0.542, 0.294, 0.056], [-1.751, 0.956, 2.618], [-0.987, 0.273, 1.940], [-0.425, -0.554, 1.004], [0.024, -0.501, -0.939], [1.136, 1.633, 0.578], [-0.347, -1.445, -1.893], [-0.694, -1.543, 1.129], [0.864, 1.667, 1.642], [0.694, 2.451, 0.171], [2.196, 1.920, 0.301], [0.482, -1.284, -2.613], [-1.382, -1.267, -2.330], [-0.350, -2.600, -1.665]],
  "nbo_charge": [0.38, 0.07, -0.45, -0.14, 0.02, -0.91, -0.74, 0.23, 0.26, 0.25, 0.25, 0.29, 0.24, 0.28]
}